1.
DFT (wB97M-V/def2-TZVPD) results for a molecular structure, C34H91HgN7O9 at a distorted geometry.

CARTESIAN COORDINATES (ANGSTROEM)
H -4.855 -5.032 0.319
H -4.764 2.074 0.764
Hg 1.590 -0.295 -0.092
H 0.697 2.643 1.291
C -3.793 1.834 0.331
H -2.572 -0.095 -2.392
H -4.883 -4.526 -2.719
O -4.730 -2.929 -1.462
H 5.447 -2.982 -0.155
H 3.342 -3.450 0.841
H 0.228 -4.403 0.304
H 5.919 -3.848 1.133
C -0.742 -3.909 0.243
H 4.911 1.507 0.386
H -4.066 -1.069 -0.820
H 1.360 -2.791 1.661
C 4.014 -2.824 1.427
C -1.094 -3.207 2.622
C 0.381 2.777 -4.380
H 3.646 1.388 -3.634
H -1.458 4.783 0.262
N -6.574 -4.786 -0.580
C -4.824 0.478 4.483
C -0.617 -0.916 -2.194
H 6.151 -2.150 1.355
C -5.109 -6.614 -1.037
H -1.906 -3.932 2.675
H -1.001 4.518 2.028
O 1.658 -1.826 -1.778
H -2.084 6.587 2.667
C 1.363 1.608 4.338
H -4.186 -6.826 -1.577
H 1.880 5.696 -6.501
C 0.574 4.357 0.465
H -0.935 0.661 -0.996
H -2.180 -1.375 -3.669
H -4.893 -0.562 4.804
C 3.861 -3.100 2.975
H 1.287 6.062 -0.658
H 3.481 1.950 1.684
C 0.634 -1.614 -2.821
H 1.556 2.570 -2.619
H 1.261 -1.191 -3.606
H 3.051 5.976 -5.180
H 3.841 -2.150 3.509
H -2.789 -2.183 -1.058
C 1.997 5.984 -5.456
O 2.963 1.211 -1.133
H -6.969 -5.003 -1.484
H -1.513 0.231 -3.773
H 1.448 -5.148 3.622
H -1.361 -1.482 5.202
H -0.246 -3.637 3.154
H 2.003 2.075 5.087
H 2.765 0.419 3.360
C -4.067 -0.023 2.113
N 0.645 2.903 0.316
H -3.717 -2.522 0.331
C -1.055 3.251 -4.645
H -4.633 -0.697 1.469
C -0.729 -2.735 1.197
C -1.446 -2.520 4.880
O 2.522 -3.515 3.224
C -1.710 6.994 1.727
C 4.279 1.044 -1.452
C 2.657 -2.668 -2.263
H 4.774 2.416 -3.023
C 5.244 1.834 -0.599
H 3.416 -2.806 -1.493
H 1.644 7.008 -5.586
H 0.211 -2.517 -3.262
C 2.144 1.248 3.023
C 4.509 1.361 -2.969
H 6.322 1.700 -0.694
C 2.229 -4.908 2.900
H 2.382 3.259 2.298
H 4.578 0.007 -1.302
N -1.794 0.549 1.062
H -3.869 0.885 4.814
C -0.750 4.971 1.069
C -3.167 1.006 1.442
N 0.617 2.506 -2.984
H -1.529 8.057 1.888
H 5.057 2.888 -0.805
C -1.837 -0.533 -3.067
H 3.786 2.757 3.284
H 0.607 2.356 4.101
H -3.364 -4.618 -1.793
O 1.228 0.680 2.090
H 0.589 -1.595 2.141
H -1.032 -1.542 -1.404
H 0.423 1.794 -4.847
H 2.486 3.371 -4.683
H 1.856 -5.148 1.904
H 0.213 3.304 -2.516
C -4.418 -4.343 -1.751
N -0.120 0.267 -1.444
C 1.473 3.642 -4.980
O -1.449 -2.133 3.504
H -1.640 -0.267 1.638
H -0.523 -2.976 5.239
C 3.041 2.430 2.558
C -5.216 -5.163 -0.701
C 0.952 5.043 -0.852
H 1.537 3.534 -6.063
N 0.687 -2.134 1.292
H 1.928 4.667 -1.163
H 1.378 4.634 1.148
H -5.874 -6.940 -1.741
H -4.035 1.223 -0.538
H -0.948 -3.622 -0.788
H 4.562 -3.844 3.351
H -3.451 -0.786 2.588
H 4.309 -1.045 0.458
H -1.528 -2.006 1.065
H -6.545 -3.777 -0.595
H 3.776 -1.003 2.034
H -1.080 1.262 1.098
H -1.112 3.704 -5.635
H -5.196 -7.203 -0.124
H 0.929 0.749 4.852
H -1.729 2.413 -4.466
H -2.903 1.652 2.279
O -0.553 6.343 1.220
H 3.235 -2.229 -3.077
H -2.482 6.900 0.964
C 5.461 -2.879 0.930
H 1.538 2.648 -0.080
H -2.443 -2.883 5.129
H 3.160 -5.417 3.149
H -3.101 2.599 -0.020
O -5.087 0.560 3.016
H -1.492 -4.601 0.624
H 5.292 0.686 -3.316
H 0.112 0.944 -2.156
H 0.337 4.918 -1.743
H -1.350 3.938 -3.852
O 1.145 5.139 -4.749
C -3.808 -2.118 -0.677
N 3.687 -1.459 1.137
H 2.237 -3.510 -2.813
H -5.582 1.106 4.950

Force components x, y, z for each atom (eV/Å):
0.911 0.268 -0.078
0.014 1.178 -0.388
0.448 1.876 2.301
0.018 -1.370 -0.012
-0.421 -1.269 0.498
-0.215 -0.278 -0.255
0.111 -0.008 -0.178
1.213 0.065 -0.317
0.144 1.061 -0.218
0.179 -0.606 0.174
-0.008 -0.093 -0.197
0.144 -0.346 0.534
-0.196 0.104 0.369
0.478 0.709 0.432
-0.477 -0.264 0.600
-0.034 -0.854 -0.414
2.051 0.353 0.526
0.162 -0.153 1.252
0.844 -0.513 -0.506
-0.378 -0.995 0.291
-0.877 -0.146 0.302
-1.048 0.597 -0.721
-0.209 0.176 -1.797
0.852 0.879 0.704
-0.422 0.331 -0.298
0.160 -0.885 -0.254
-0.254 -0.265 -0.477
-0.282 -0.305 -0.014
-1.895 -1.287 -1.590
0.141 -0.334 0.117
0.480 0.410 -0.545
0.336 -0.185 0.385
0.758 -0.388 -0.549
0.462 1.168 -0.590
-0.040 0.125 0.837
-0.436 -0.052 0.281
-0.127 -0.003 0.051
-1.618 0.123 -1.789
-0.967 0.421 -0.185
0.351 0.919 -0.293
-0.261 0.006 0.719
0.787 -0.575 -0.521
-0.829 1.029 -0.360
0.011 -0.117 0.273
0.898 -0.027 0.153
0.025 -0.254 -0.366
-0.246 -0.230 -1.822
-0.651 0.423 0.662
-0.727 -0.165 -0.233
-0.114 0.181 -0.072
0.075 -0.407 -0.117
-0.303 -0.143 1.378
0.397 -0.623 -0.560
0.379 0.114 -0.023
0.970 -0.211 0.075
-0.825 -0.837 0.593
-1.767 0.972 0.737
-0.497 0.525 0.370
0.603 -0.043 1.022
-0.334 0.651 -0.621
1.461 -0.513 2.032
-0.250 2.981 -0.889
-0.639 -1.063 -0.488
0.004 -0.048 -0.681
-0.100 -0.535 -2.096
0.916 0.319 -1.027
0.788 0.090 -0.069
-0.600 0.352 0.432
-0.462 -0.698 0.189
-0.304 0.144 1.211
0.515 -0.805 0.340
-1.536 -0.834 1.239
0.173 0.486 0.774
-0.051 -0.525 -0.348
0.579 1.199 1.576
0.332 0.132 -0.179
0.183 -0.885 -0.138
-2.153 -1.732 -0.892
0.306 0.003 -0.488
1.558 -1.200 -1.452
1.734 1.219 0.457
-1.230 1.071 0.914
0.391 -0.110 -0.139
-0.165 0.213 0.541
1.733 -0.052 -0.398
-0.041 -0.207 0.034
-0.347 -0.113 -0.016
0.185 0.399 0.184
0.831 0.901 0.145
0.244 1.402 0.128
0.457 -0.622 -0.140
0.472 -0.071 -0.634
-0.035 0.268 0.811
0.288 0.428 -0.273
-0.447 -0.183 0.571
-1.510 1.388 1.548
-1.176 -0.991 -1.030
-0.690 2.634 -1.024
0.440 -0.709 -1.508
1.080 0.480 0.241
-0.305 -0.807 -0.264
-1.172 -1.558 -0.291
1.614 -0.332 0.103
1.369 0.193 0.362
-0.441 0.036 -0.344
-2.529 0.345 -0.074
0.139 -0.722 -0.051
0.090 0.494 0.285
-0.339 0.112 0.090
0.163 -0.324 -0.117
0.059 -0.128 0.042
0.231 0.143 0.059
0.343 0.324 0.866
0.155 0.153 0.149
0.578 0.394 -1.015
-0.390 0.479 0.359
-0.206 1.113 -0.396
0.186 -0.054 0.564
-0.376 -0.123 0.163
0.081 -0.274 -0.259
-0.256 -0.144 -0.425
-0.068 -0.106 -0.601
-0.798 0.690 0.247
0.067 0.841 0.782
0.089 0.865 -0.207
-0.415 0.063 0.073
0.298 -2.948 0.000
0.397 -0.113 -0.188
0.426 -0.734 0.430
-0.249 -0.701 -0.258
-0.476 0.443 0.359
1.675 -0.312 0.787
-0.128 -0.233 -0.499
0.128 0.380 -0.521
0.720 0.929 -0.174
-0.507 0.461 0.431
0.094 0.588 -0.307
0.393 -2.511 0.975
0.223 -1.607 -1.222
-1.546 1.152 0.548
-0.022 -0.815 0.934
-0.174 -0.295 -0.129

The total charge is 0. For the total energy, the calculation gives -2563.51268 Ha. The relative energy (zero: lowest compared OMol25 entry of this formula, charge and spin) comes out at 3.785 eV. The HOMO energy comes out at -7.07 eV.

***

2.
DFT (wB97M-V/def2-TZVPD) results for 8 unconnected molecules or ions with the total composition C34H91N7O10 at a distorted geometry.

CARTESIAN COORDINATES (ANGSTROEM)
H -4.814 8.715 0.008
C -1.422 -3.554 -4.604
C 5.014 -1.051 -1.532
H 1.252 2.482 2.749
H -5.198 6.162 -0.730
O 0.991 0.966 0.889
H -1.194 -2.866 -5.424
H -2.618 -4.392 1.453
N 4.899 -2.711 -3.410
H 3.212 -1.523 4.949
H 5.679 -0.645 -0.772
H 6.646 -1.885 -2.608
H -0.491 -5.256 1.824
H -3.594 6.981 1.129
H -3.292 -1.965 5.282
H -2.413 6.817 -0.168
N 3.583 0.458 3.063
H -4.249 4.577 0.729
H -3.214 -5.026 5.040
H 0.067 -2.434 5.010
H 3.545 0.724 4.036
H 0.133 -4.335 -1.622
C -2.539 2.979 -0.502
N -3.152 -3.749 3.356
H 0.153 3.945 1.159
H 2.244 -1.535 -7.749
C -4.740 8.189 -0.958
C 0.789 4.357 1.960
C -3.673 -2.953 5.581
H -8.229 7.262 -2.736
H 1.115 -1.625 6.318
C -8.251 8.038 -1.958
H -5.831 7.913 -2.809
H 3.989 -2.878 2.318
C -0.168 -2.793 1.596
H 2.417 0.528 -4.163
C -3.789 -2.117 7.760
H 0.023 -0.373 -5.291
H 1.503 -2.277 -6.305
H -2.379 -3.275 -4.169
C 0.644 0.222 -5.971
H 1.500 -1.127 -0.537
O -0.630 3.052 3.344
H -0.264 -0.818 5.667
H 0.641 1.277 -5.667
H 7.515 -3.413 1.557
H 1.391 -2.919 -4.443
C 3.135 -0.937 2.875
O -0.309 -3.484 2.826
C 4.256 -1.821 2.364
C 2.496 -1.515 4.106
H 2.146 1.407 -0.735
H 2.638 0.464 -6.504
H -1.083 -2.719 1.004
H -1.789 1.763 4.414
H -2.649 -6.207 -1.725
C -0.739 1.904 4.155
H -0.154 1.977 5.077
H -2.764 -5.695 2.639
O -3.416 -3.184 6.941
N 0.232 5.647 2.383
H 4.306 -1.975 -3.756
H -0.273 1.102 -8.980
O -2.869 4.327 -0.741
H 6.511 -4.144 -1.985
H 2.692 3.602 1.224
O -1.924 -4.242 -1.891
H 2.765 5.125 2.188
H 1.433 1.040 -8.482
N 1.017 -3.759 -4.026
C 5.663 -2.234 -2.260
H -0.704 5.493 2.736
H -0.410 1.027 3.584
H -3.901 8.694 -1.458
H -4.876 -2.065 7.914
H 0.929 -4.502 -4.709
C 2.072 -0.303 -5.942
C 0.976 -0.368 -1.113
H -0.091 -0.624 -1.085
H 5.176 -1.667 2.934
H 0.494 1.788 -0.981
H 0.096 1.258 1.086
O 0.043 0.112 -7.243
C -3.407 6.483 0.162
N -4.414 6.791 -0.825
N 2.589 -0.402 -4.548
C 6.007 -3.398 -1.343
C 2.202 4.548 1.449
H -2.897 -2.796 3.127
C 1.138 1.019 -0.545
H 0.210 6.357 1.665
C -3.285 5.020 0.408
C -0.910 -4.731 2.701
H -6.032 9.458 -2.099
H -1.467 -4.548 -5.056
C 6.947 -3.849 0.742
H 4.032 -1.322 -1.140
O 1.294 -0.855 4.406
H 0.233 -1.812 1.835
C -0.343 -3.482 -3.531
C -2.971 -3.995 4.760
H 2.208 5.176 0.554
H -2.627 4.840 1.272
H 4.346 -3.532 -3.203
H 2.350 -0.855 2.121
C 0.528 -1.526 5.401
H 1.260 3.714 4.009
C -2.409 -5.324 -1.128
H -1.898 -3.963 5.044
H 3.242 -2.092 -6.400
H 7.422 -4.807 0.472
C -5.945 8.388 -1.825
H -3.423 -1.150 7.401
H -3.371 -2.301 8.753
H 0.226 2.120 -7.650
H -2.154 2.642 -1.467
H -9.129 7.833 -1.345
H -0.544 -5.524 -2.710
C 0.406 1.151 -8.129
H -1.704 2.870 0.203
H -3.348 -4.989 -0.681
H 1.260 -0.387 -2.167
H 3.014 1.080 2.508
C -0.623 -4.466 -2.413
H -0.674 -5.334 3.578
H 3.591 -0.432 -4.725
H 4.883 -0.251 -2.272
C -2.436 -4.659 2.493
C 0.731 3.382 3.109
H -8.370 9.021 -2.429
H 2.302 -2.588 3.935
H 4.525 -1.505 1.351
H -1.709 -5.467 -0.297
H -4.748 -2.984 5.352
H 0.614 -3.316 1.025
H 5.077 -3.880 -1.003
H -0.323 -2.495 -3.059
H 5.932 -4.113 1.059
C 2.297 -1.616 -6.667
O -7.111 7.988 -1.141
O 6.909 -2.977 -0.366
H -3.423 2.405 -0.216

Force components x, y, z for each atom (eV/Å):
-0.454 -0.126 0.018
0.237 0.506 -0.131
0.151 -0.109 -0.652
-0.045 -0.031 0.214
-0.302 0.358 0.077
-0.244 0.346 -0.428
-0.023 0.076 0.107
-0.255 0.063 0.065
0.493 -0.025 0.089
-0.159 0.396 0.067
-0.133 -0.161 0.233
-0.159 0.077 -0.115
0.020 -0.108 0.146
-0.048 -0.053 0.017
-0.051 0.019 0.049
-0.172 0.203 -0.125
0.363 -0.456 -0.051
-0.053 0.286 -0.037
-0.703 0.126 -0.195
0.310 -0.227 0.180
-0.102 0.157 -0.022
-0.086 0.062 -0.053
0.323 0.361 -0.850
-0.497 -0.235 -0.399
0.238 -0.273 0.013
-0.151 0.085 -0.005
0.607 -0.042 -0.184
-0.405 0.739 -0.248
-0.479 -0.054 -0.245
0.154 0.144 -0.060
0.059 -0.583 -0.072
-0.299 -0.213 -0.130
-0.018 -0.553 0.277
-0.013 -0.026 0.145
0.877 -0.381 0.175
0.200 -0.175 0.405
-0.306 0.028 0.833
0.017 0.137 0.031
0.067 -0.280 -0.451
-0.132 -0.191 -0.156
-0.222 -0.615 0.087
0.297 0.134 -0.030
0.149 0.353 0.356
-0.106 -0.177 -0.117
-0.067 -0.074 0.255
-0.047 0.267 -0.032
0.183 -0.119 -0.174
-0.314 0.769 -0.241
-0.053 0.738 0.304
0.463 0.361 -0.552
0.134 -1.050 0.201
0.053 -0.221 0.125
0.144 -0.109 0.236
-0.053 -0.016 0.101
0.002 0.134 -0.004
0.500 -0.153 0.023
-0.295 -0.338 -0.237
0.079 0.057 -0.039
-0.389 0.157 -0.057
0.235 -0.092 -0.114
0.092 -0.174 0.562
-0.330 -0.223 0.066
0.092 -0.149 -0.049
0.484 0.304 0.060
-0.171 -0.093 0.116
0.046 -0.009 0.030
-0.087 0.069 -0.432
0.132 -0.301 0.090
0.078 0.216 0.023
-0.628 -0.053 0.461
0.538 0.319 0.254
-0.041 0.188 -0.027
0.167 -0.089 0.239
-0.033 -0.130 -0.052
0.014 0.082 -0.315
0.384 0.155 -0.223
0.934 0.769 -0.792
-1.080 0.273 -0.593
0.073 -0.145 0.048
-0.143 -0.213 0.263
-0.360 -0.308 -0.012
0.007 -0.034 0.227
-0.040 -0.036 -0.014
0.291 0.461 -0.167
0.431 -0.355 -0.043
-0.362 0.533 -1.127
0.074 -0.394 -1.512
0.040 0.544 0.057
0.079 0.008 0.072
1.031 0.098 0.596
-0.016 -0.174 -0.199
-0.680 -1.177 0.798
-0.381 -0.560 -0.562
0.004 -0.080 0.319
-0.116 -0.107 0.212
-0.073 -0.810 -0.389
0.035 0.058 0.177
-0.050 -0.017 0.168
-0.203 0.222 0.008
0.288 -0.368 0.051
1.670 -0.284 0.486
-0.095 -0.176 -0.093
0.294 0.041 -0.260
-0.240 0.146 0.050
-0.072 -0.399 -0.118
-0.127 1.320 -0.028
-0.260 0.308 0.057
-0.230 0.994 0.495
-0.139 0.251 -0.007
0.112 0.233 0.048
0.072 0.161 -0.023
-0.261 1.176 -0.339
0.010 -0.039 -0.118
0.132 0.023 -0.136
0.344 0.061 -0.036
-0.229 -0.341 0.081
0.089 0.102 0.132
0.053 0.187 -0.445
-0.463 -0.070 0.028
-0.302 0.052 0.349
0.012 -0.007 -0.066
0.224 -0.215 0.077
-0.109 0.088 0.190
-0.101 -0.358 0.761
0.125 0.213 0.139
0.075 0.023 0.536
-0.169 -0.002 0.092
0.642 -0.273 -0.042
0.215 -0.773 -0.768
0.027 -0.021 -0.003
-0.149 0.114 -0.142
-0.090 -0.071 0.053
-0.051 -0.748 -0.129
0.012 0.117 0.167
-0.251 0.081 -0.304
0.139 0.230 0.632
-0.088 0.073 -0.167
0.037 0.253 0.227
-0.770 -0.420 0.577
0.080 -0.289 -0.034
-0.323 0.228 0.873
0.120 -0.158 0.194

The total charge is 0. For the total energy, the calculation gives -2485.49377 Ha. The relative energy (zero: lowest compared OMol25 entry of this formula, charge and spin) comes out at 0.000 eV. The HOMO energy comes out at -8.55 eV. Its SMILES is COC[C@H](C)N.COC[C@H](C)N.COC[C@H](C)N.COC[C@H](C)N.COC[C@H](C)N.COCCNCCOC.COCCNCCOC.CCO.